Record 1
2 unconnected molecules or ions with the total composition C4H9N2OS at a distorted geometry. Source: the Open Molecules 2025 dataset; level of theory: the ωB97M-V functional and the def2-TZVPD basis.

charge: -1
ΔE to the lowest compared entry with this formula, charge and spin: 655.0 kJ/mol
spin multiplicity: 1
E_HOMO: -2.554 eV
LUMO: 3.845 eV

Last column: natural (NBO) charge in e.
Positions of all 17 atoms, in Å:
C 1.131 1.338 -0.470  -0.454
C 2.203 0.238 -0.380  -0.487
C 0.608 -0.052 -0.205  0.051
C -0.139 -0.984 -1.045  -0.707
N -2.714 0.194 1.217  -1.034
N -0.170 -0.499 1.598  -0.184
O -0.976 -1.496 1.468  -0.633
S -1.263 0.915 1.879  0.301
H 1.103 2.173 0.288  0.203
H 0.990 1.691 -1.436  0.181
H 2.804 0.008 -1.267  0.177
H 2.807 0.068 0.518  0.197
H -0.678 -1.670 -0.308  0.265
H 0.328 -1.477 -1.838  0.187
H -0.803 -0.390 -1.566  0.187
H -2.421 -0.796 1.219  0.399
H -2.809 0.739 0.328  0.352


Record 2
A molecular structure, C8H15N3OS at a distorted geometry. Source: the Open Molecules 2025 dataset; level of theory: the ωB97M-V functional and the def2-TZVPD basis.

<S²>: 2.030
spin multiplicity: 3
E_HOMO (spin up / spin down): -6.588 / -9.738 eV
LUMO (spin up / spin down): 0.418 / -3.070 eV

Last column: Mulliken spin population.
Positions of all 28 atoms, in Å:
C -2.087 0.915 -2.184  -0.030
C -0.313 0.913 -0.766  0.035
C -0.650 1.760 0.229  0.562
C 0.460 -3.367 2.177  0.000
C 1.074 0.359 -0.811  0.062
C -0.167 -1.957 2.155  -0.002
C 1.258 -0.945 0.079  -0.017
C 0.833 -0.858 1.683  0.020
N -1.860 2.112 -2.672  0.344
N -1.299 0.197 -1.463  0.372
N -0.451 4.181 -1.982  0.146
O 0.682 2.291 -2.898  0.173
S -0.477 2.736 -2.313  0.306
H -2.846 0.416 -2.726  0.012
H -1.549 1.987 0.522  0.009
H 0.128 2.188 0.770  0.001
H 1.300 -3.587 2.916  0.000
H 1.034 -3.520 1.240  0.000
H -0.339 -4.150 2.370  0.000
H 1.158 0.020 -1.866  -0.007
H 1.881 1.233 -0.603  0.012
H -0.670 -1.717 3.125  -0.003
H -0.935 -2.018 1.407  0.003
H 0.700 -1.753 -0.397  0.001
H 2.341 -1.282 0.052  0.002
H 0.403 0.191 1.825  -0.012
H 1.792 -0.843 2.230  0.004
H -1.403 4.499 -2.100  0.007


Record 3
A molecular structure, C42H62FN3O13P2Pb. Source: the Open Molecules 2025 dataset; level of theory: the ωB97M-V functional and the def2-TZVPD basis.

charge: +2
ΔE to the lowest compared entry with this formula, charge and spin: 0.0 kJ/mol
spin multiplicity: 1
E_HOMO: -11.266 eV
LUMO: -5.970 eV

Last column: Löwdin charge in e.
Positions of all 124 atoms, in Å:
Pb -1.172 -1.252 -1.311  1.603
F 3.142 4.159 -2.059  0.064
C 1.807 4.263 -1.860  -0.187
C 1.044 3.135 -1.899  0.092
C -0.327 3.209 -1.632  -0.034
C -1.126 1.978 -1.675  -0.291
O -0.512 0.918 -1.959  -0.148
C -2.522 2.147 -1.418  -0.025
C -2.986 3.399 -1.130  0.058
N -2.241 4.514 -1.032  0.021
C -2.868 5.777 -0.704  -0.257
C -3.898 5.804 0.380  -0.072
C -2.549 6.417 0.616  -0.090
C -0.887 4.450 -1.312  -0.105
C -0.090 5.602 -1.320  0.074
C 1.260 5.528 -1.600  -0.147
N 2.026 6.722 -1.622  -0.091
C 2.207 7.411 -0.358  -0.135
C 2.470 8.884 -0.606  -0.080
N 3.679 9.010 -1.496  0.062
C 3.491 8.253 -2.787  -0.076
C 3.208 6.799 -2.459  -0.150
C -3.598 1.074 -1.399  -0.585
O -4.769 1.423 -1.425  0.052
O -3.214 -0.155 -1.334  -0.267
H 1.490 2.173 -2.114  0.136
H -4.047 3.516 -0.956  0.149
H -3.021 6.420 -1.562  0.158
H -4.112 4.879 0.896  0.114
H -4.748 6.453 0.232  0.115
H -1.877 5.876 1.269  0.115
H -2.468 7.495 0.648  0.106
H -0.538 6.570 -1.146  0.122
H 3.040 6.982 0.225  0.144
H 1.313 7.318 0.255  0.136
H 2.669 9.434 0.311  0.141
H 1.645 9.343 -1.147  0.143
H 4.492 8.626 -1.006  0.184
H 3.889 9.992 -1.682  0.187
H 4.397 8.374 -3.377  0.142
H 2.649 8.718 -3.297  0.144
H 4.095 6.348 -1.992  0.134
H 3.039 6.271 -3.396  0.149
C 3.851 -0.058 -0.886  -0.040
C 3.265 -0.299 0.493  -0.388
C 2.130 0.647 0.822  -0.026
O 2.802 -1.677 0.682  -0.171
P 2.111 -2.586 -0.408  0.470
O 1.318 -1.872 -1.438  -0.373
C 1.158 -3.694 0.652  -0.202
P -0.063 -4.773 -0.120  0.456
O -1.116 -4.075 -0.896  -0.366
O 0.834 -5.760 -0.941  -0.188
C 0.517 -6.384 -2.228  -0.400
C -0.815 -7.102 -2.168  -0.042
C 0.619 -5.351 -3.330  -0.033
O -0.594 -5.698 1.042  -0.160
C -1.376 -5.370 2.226  -0.398
C -0.445 -5.109 3.392  -0.030
C -2.359 -4.241 1.984  -0.041
O 3.249 -3.429 -1.097  -0.170
C 4.276 -4.146 -0.342  -0.432
C 4.212 -5.607 -0.731  -0.028
C 5.612 -3.509 -0.660  -0.034
H 4.255 0.956 -0.917  0.088
H 3.088 -0.150 -1.659  0.077
H 4.663 -0.749 -1.108  0.070
H 4.049 -0.216 1.244  0.145
H 1.334 0.585 0.077  0.066
H 2.508 1.672 0.837  0.091
H 1.715 0.427 1.806  0.085
H 0.631 -3.060 1.368  0.041
H 1.849 -4.341 1.200  0.094
H 1.319 -7.114 -2.331  0.144
H -1.634 -6.390 -2.056  0.069
H -0.839 -7.809 -1.339  0.091
H -0.967 -7.656 -3.095  0.092
H -0.182 -4.616 -3.246  0.072
H 0.543 -5.844 -4.300  0.092
H 1.577 -4.832 -3.280  0.085
H -1.925 -6.292 2.410  0.146
H 0.065 -4.150 3.291  0.058
H 0.296 -5.903 3.476  0.093
H -1.022 -5.080 4.317  0.096
H -1.859 -3.275 1.880  0.065
H -3.042 -4.184 2.833  0.099
H -2.938 -4.437 1.078  0.058
H 4.061 -4.025 0.723  0.130
H 4.510 -5.733 -1.773  0.097
H 3.206 -6.003 -0.604  0.064
H 4.897 -6.182 -0.107  0.094
H 5.734 -3.430 -1.741  0.097
H 6.421 -4.126 -0.267  0.093
H 5.696 -2.517 -0.218  0.070
O -1.400 0.837 0.995  0.039
C -1.064 -0.194 1.570  -0.608
O -0.736 -1.286 0.945  -0.237
C -1.003 -0.263 3.065  -0.139
C -0.174 -1.177 3.698  -0.034
C -0.086 -1.244 5.090  0.028
C -0.878 -0.376 5.798  -0.211
O -0.997 -0.255 7.147  0.045
C -1.911 0.819 7.381  -0.109
O -2.382 1.269 6.109  0.039
C -1.711 0.542 5.169  -0.199
C -1.788 0.635 3.806  0.078
H 0.436 -1.835 3.094  0.092
H 0.570 -1.943 5.591  0.124
H -1.388 1.634 7.883  0.140
H -2.750 0.455 7.971  0.140
H -2.417 1.358 3.306  0.131
C -5.054 -3.744 -3.250  -0.015
C -4.526 -3.181 -0.931  0.047
C -4.938 -2.146 -0.033  0.007
C -4.110 -2.938 -2.291  -0.217
H -6.000 -4.016 -2.782  0.085
H -4.567 -4.649 -3.602  0.085
H -5.282 -3.099 -4.094  0.093
H -4.505 -4.214 -0.583  0.145
H -5.469 -1.338 -0.550  0.130
H -3.972 -1.620 0.163  0.133
H -5.383 -2.477 0.898  0.110
H -4.092 -1.871 -2.491  0.100
H -3.103 -3.375 -2.377  0.108


Record 4
2 unconnected molecules or ions with the total composition C4H12O3 at a distorted geometry. Source: the Open Molecules 2025 dataset; level of theory: the ωB97M-V functional and the def2-TZVPD basis.

SMILES: OCCCCO.O
ΔE to the lowest compared entry with this formula, charge and spin: 113.6 kJ/mol
spin multiplicity: 1
E_HOMO: -10.160 eV
LUMO: 0.539 eV

Last column: natural (NBO) charge in e.
Positions of all 19 atoms, in Å:
O -0.547 2.977 2.129  -0.720
C 0.103 1.782 1.695  -0.062
C -0.190 1.531 0.224  -0.431
C -0.054 0.084 -0.341  -0.435
C 1.072 -0.770 0.297  -0.075
O 0.902 -1.095 1.710  -0.728
H 0.060 3.400 2.733  0.470
H -0.283 0.974 2.319  0.151
H 1.173 1.769 1.896  0.170
H -1.272 1.710 0.122  0.212
H 0.245 2.289 -0.428  0.210
H -1.010 -0.441 -0.270  0.201
H 0.027 0.140 -1.433  0.226
H 1.078 -1.743 -0.191  0.174
H 2.059 -0.308 0.356  0.183
H -0.016 -0.937 1.910  0.455
O -0.858 -4.080 -4.378  -0.925
H -1.363 -4.025 -3.564  0.462
H -1.126 -3.258 -4.786  0.462


Record 5
2 unconnected molecules or ions with the total composition C5H11NO2 at a distorted geometry. Source: the Open Molecules 2025 dataset; level of theory: the ωB97M-V functional and the def2-TZVPD basis.

ΔE to the lowest compared entry with this formula, charge and spin: 390.7 kJ/mol
spin multiplicity: 1
E_HOMO: -6.972 eV
LUMO: 0.689 eV

Last column: natural (NBO) charge in e.
Positions of all 19 atoms, in Å:
C 0.940 -0.557 -0.051  -0.034
C 1.578 -1.495 0.924  -0.645
C 1.837 0.442 -0.715  -0.638
C -0.402 -0.566 -0.235  0.067
C -1.451 1.089 0.398  0.302
N -2.720 0.926 -0.026  -0.859
O -1.180 -1.586 0.266  -0.699
O -0.885 2.170 -0.228  -0.722
H -2.104 -1.348 0.124  0.476
H -0.009 2.309 0.149  0.496
H -0.619 -0.227 -1.257  0.198
H -3.082 1.442 -0.828  0.369
H -3.387 0.532 0.618  0.404
H 2.182 -0.953 1.653  0.204
H 0.822 -2.069 1.453  0.234
H 2.235 -2.190 0.397  0.214
H 2.642 -0.066 -1.249  0.219
H 1.294 1.061 -1.425  0.213
H 2.308 1.086 0.033  0.203


Record 6
2 unconnected molecules or ions with the total composition C4H4N2O at a distorted geometry. Source: the Open Molecules 2025 dataset; level of theory: the ωB97M-V functional and the def2-TZVPD basis.

ΔE to the lowest compared entry with this formula, charge and spin: 220.8 kJ/mol
spin multiplicity: 1
E_HOMO: -10.892 eV
LUMO: 0.000 eV

Last column: natural (NBO) charge in e.
Positions of all 11 atoms, in Å:
C 1.529 0.527 0.205  0.171
C 0.567 0.132 -2.250  0.273
C 0.655 -0.582 0.567  0.507
C -0.645 -0.099 1.144  -0.703
N 2.228 1.410 -0.001  -0.262
N 1.379 0.105 -3.075  -0.708
O 0.982 -1.733 0.441  -0.464
H -0.445 0.533 2.008  0.241
H -1.160 0.504 0.397  0.254
H -1.261 -0.944 1.434  0.241
H 2.115 0.065 -3.748  0.451